(1)
Here is a molecular structure, C47H55GeHfN8O7 at a distorted geometry from the OMol25 dataset. Energies are from wB97M-V/def2-TZVPD.

Structure (XYZ):
```
119
C47H55GeHfN8O7 (wB97M-V/def2-TZVPD)
Hf 0.09140 -0.09497 -0.16456
Ge 1.22652 3.06811 2.12774
O -1.26048 -1.05568 -1.84648
O -0.14004 -7.00108 1.61278
O 1.48738 1.92731 -0.52113
O -2.77547 4.17550 -3.95041
O -3.26879 -0.88063 -2.86762
O 5.08621 -3.44481 3.68905
O 0.65364 4.22284 -0.15645
N 1.60612 -0.76383 1.15903
N 2.60186 -2.76737 -1.87937
N -0.63208 -2.03552 0.59971
N 1.52779 -2.18015 -3.83594
N -2.90279 0.12745 0.91268
N -1.65984 0.42440 1.55267
N 1.46440 -0.72944 -1.99027
N -1.07665 1.42571 -1.44535
C 0.30077 -2.73135 1.41073
C -4.46956 1.49246 2.28622
C 2.23435 2.56621 4.85663
C -2.06772 -3.98343 0.68448
C -1.22025 3.66870 -2.19521
C -2.20481 3.29470 -3.09581
C 2.34186 1.89225 6.07133
C 1.51063 2.02615 3.78773
C 3.47669 -1.77297 3.06201
C -0.81604 5.24731 2.03860
C 3.44115 -2.36203 -0.76004
C -5.21412 -0.41981 0.84891
C -1.98313 5.89929 2.42554
C 0.37381 2.98632 -0.36537
C 0.07191 -4.11569 1.75490
C -2.36197 4.23623 4.10716
C 3.70046 -0.52777 2.34732
C 2.40704 -2.99414 -4.65504
C 2.36981 -2.47945 2.77285
C 5.26722 4.20522 2.11914
C 2.84591 4.11901 2.00157
C 4.44005 -2.22720 4.11100
C 0.96506 0.12194 5.20710
C 5.24517 5.55303 1.79041
C -1.06971 -4.73936 1.40748
C -1.19090 3.58755 3.71843
C -2.63868 1.96871 -3.15257
C -0.38751 4.07992 2.68154
C -2.25978 -0.42941 -2.34919
C 2.78376 -0.08621 1.47947
C -3.88000 -0.86387 2.91251
C -2.76054 5.39764 3.46207
C -0.68297 2.69525 -1.38218
C 0.87396 0.79818 3.99619
C 4.02668 6.18607 1.56438
C 0.47622 -1.48649 -4.55429
C -4.11159 0.10377 1.75943
C 1.41691 -2.03709 1.78135
C 1.70824 0.66717 6.24841
C -1.79937 -2.71437 0.30908
C -2.02542 1.07234 -2.31539
C 0.56816 1.93628 0.70638
C 4.07339 3.49948 2.23020
C 1.83127 -1.84921 -2.54356
C 2.83960 5.47082 1.65421
C -1.31131 -6.19086 1.72762
C 2.13340 -4.14617 -1.80472
H -3.18525 -0.45724 3.65257
H 3.26894 -3.31113 -4.07758
H 0.83912 -0.55950 -5.01845
H -5.34762 1.44965 2.93712
H -3.01528 0.82738 0.18672
H -3.66946 5.90632 3.76184
H -1.44976 -0.32664 2.20305
H 1.66508 -4.32512 -0.82977
H -3.48461 -1.81397 2.54087
H 3.65460 -1.29924 -0.81763
H -3.65231 1.92729 2.86478
H 5.18426 -1.44407 4.27769
H 2.96587 -2.57335 0.19640
H 1.88658 -3.87846 -5.03219
H -0.34812 -1.26875 -3.88349
H -4.82621 -1.05738 3.42299
H 0.10919 -2.13825 -5.34717
H 3.92032 -2.40122 5.05833
H -0.88728 2.69496 4.26040
H 2.72886 3.52552 4.74468
H 2.91526 2.32840 6.88222
H 0.46563 -0.83307 5.32900
H 6.17223 6.10679 1.70039
H -1.64805 -6.31582 2.75926
H -4.69455 2.17271 1.45933
H 0.84684 -4.66091 2.27978
H 2.96763 -4.84268 -1.92547
H 2.16744 -3.39827 3.31281
H 0.35182 -6.65988 0.85769
H 5.73093 -3.67874 4.36458
H -2.36320 5.03889 -3.82904
H 1.39529 -4.33972 -2.57923
H -2.95578 3.83549 4.92084
H -2.28889 6.80214 1.90891
H 4.57420 0.08058 2.55418
H 4.10235 2.45027 2.51189
H -2.10737 -6.56885 1.07917
H 6.21016 3.70286 2.29794
H -6.17235 -0.41925 1.37444
H 2.75569 -2.41390 -5.51513
H 1.08430 -0.11417 -2.70556
H -0.25093 5.61786 1.19494
H 4.00365 7.23735 1.30307
H 2.93122 0.85685 0.96558
H -1.69050 1.31639 2.04461
H -3.00885 -4.43467 0.39268
H 1.90277 5.96238 1.42950
H -5.31258 0.20524 -0.04463
H -2.52250 -2.16952 -0.27500
H 4.37894 -2.92180 -0.81263
H -0.83939 4.67965 -2.09234
H 0.30400 0.34810 3.18930
H 1.79123 0.14115 7.19293
H -4.98636 -1.43585 0.52060
H -3.40503 1.63592 -3.83852
```

net charge = -1
multiplicity = 1
ΔE to the lowest compared entry with this formula, charge and spin = 2.561 eV

***

(2)
Here is a molecular structure, C47H56Cl3MoN6O6P at a distorted geometry from the OMol25 dataset. Energies are from wB97M-V/def2-TZVPD.

Structure (XYZ):
```
120
C47H56Cl3MoN6O6P (wB97M-V/def2-TZVPD)
Mo 0.01788 0.02458 0.21126
Cl -1.18475 3.11567 1.06155
Cl -1.27673 -1.14565 4.35021
Cl -3.86305 4.72341 -5.94761
P 2.19957 -0.99841 1.05715
O 1.36036 3.26256 -1.04039
O 3.21096 -0.40469 -0.01911
O 1.40409 2.32742 -4.85369
O 1.06146 1.43734 0.11381
O 2.83818 -0.40728 2.39883
O 2.49514 -2.57620 1.13718
N -0.75874 0.35472 1.75212
N 2.17259 0.02643 -3.56478
N 2.25033 -1.27966 -3.32838
N -0.86172 -1.83006 -0.13837
N 0.92410 -0.34127 -1.82014
N -1.62112 0.52298 -0.90739
C -3.50319 1.33646 -1.83926
C 1.37336 0.59278 -2.66653
C -2.10359 -1.74552 -0.57069
C -2.37024 2.64004 4.82543
C -2.10892 3.19783 3.58206
C 4.18712 2.90865 -1.69562
C 3.12543 2.54610 1.94143
C 4.11297 3.18175 -5.51460
C -2.18613 1.60550 -1.46101
C -1.21162 -4.30055 3.46334
C -1.30177 1.03712 2.76198
C -0.35886 -3.21010 -0.05156
C 5.54726 2.52169 1.82154
C 4.17122 1.42126 -7.29244
C 6.86839 2.39116 2.50443
C -1.77634 -5.09087 0.86319
C 2.21824 1.46697 -5.62627
C -2.28221 2.90620 -7.17551
C 1.49818 -1.48309 -2.28685
C 0.00760 0.12138 -5.99495
C 2.52347 3.29014 -7.38940
C 5.46414 2.68068 0.44409
C 2.22744 -0.60000 3.67775
C 3.42938 -3.23527 2.00891
C -2.37275 2.81060 -4.77227
C -1.39467 1.84554 -7.17485
C -2.02524 -5.39866 3.22826
C 4.36346 2.49478 2.55444
C 3.06782 2.61008 0.54088
C 2.99341 0.62321 -4.58368
C -3.75360 0.00987 -1.53538
C -0.98239 1.25391 -5.98367
C -1.56700 2.42240 2.57979
C -0.96508 -3.98744 1.09309
C -1.50028 1.73866 -4.78886
C -1.59494 0.51244 4.04220
C 1.87358 2.64909 2.76176
C 4.63365 -0.63244 0.01823
C -2.09702 1.30473 5.05883
C 1.38797 0.52851 -6.53659
C -2.29883 -5.79889 1.93285
C -0.67783 -3.60102 2.39559
C 1.78010 2.51882 -0.18544
C -2.76314 3.39391 -5.96811
C -2.57221 -0.49277 -0.95925
C 4.24426 2.73497 -0.21179
C 3.25563 2.31617 -6.45473
H 4.93951 2.62477 -5.07973
H -1.21552 1.27115 -3.85589
H 0.09355 -0.30325 -4.99383
H 2.11002 2.63305 3.82218
H -1.03453 1.46465 -8.11778
H 7.00500 3.19241 3.22720
H -2.31387 4.23869 3.39358
H -2.43766 -5.94750 4.05892
H 5.08000 0.12995 -0.61734
H -1.98193 -5.41065 -0.14708
H 3.81216 3.90313 -1.93388
H -4.65744 -0.53466 -1.72154
H 1.18574 1.83291 2.53818
H -2.75134 3.20260 -3.84268
H 4.90190 2.04283 -7.80208
H -2.71085 -2.64138 -0.69590
H -2.27871 0.87117 6.02961
H 1.11012 1.63683 -2.68757
H -2.78797 3.24800 5.61197
H 4.07706 -2.52604 2.52385
H -1.63287 2.52491 -1.57499
H 0.72324 -3.17817 0.09086
H -2.60224 3.35000 -8.10377
H 7.68616 2.42767 1.79089
H 1.34940 -2.45929 -1.87006
H 2.86263 -3.82387 2.73396
H 1.36478 3.58727 2.53941
H 1.83925 2.79418 -8.06942
H -2.91229 -6.66756 1.75069
H 1.97827 4.04585 -6.82836
H 5.17449 2.79702 -2.13413
H 1.22745 1.00867 -7.49887
H 3.50292 2.18899 -2.13900
H 1.96943 -0.37606 -6.71514
H 5.02020 -0.53184 1.03052
H 2.17352 -1.65924 3.93080
H 4.85386 -1.62177 -0.38043
H 3.61550 0.87639 -8.04888
H 3.50271 3.61058 -4.72218
H 0.92093 2.90883 -5.45369
H 3.70934 1.27779 -4.08434
H 3.52188 -0.19821 -5.06556
H 6.91921 1.44829 3.04844
H 4.03609 -3.90440 1.39948
H 4.71846 0.70906 -6.68143
H 4.41406 2.44540 3.63380
H -0.36994 -0.66670 -6.65061
H -0.98757 -4.00146 4.47539
H 1.22474 -0.17050 3.69832
H 2.86441 -0.08141 4.39190
H -0.02596 -2.74685 2.55572
H 6.37310 2.76419 -0.13391
H 3.25893 3.80783 -7.99790
H 4.54744 4.00108 -6.08078
H -0.58133 -3.72524 -0.99492
H -4.18883 2.02953 -2.28256
```

net charge = +2
multiplicity = 1
ΔE to the lowest compared entry with this formula, charge and spin = 0.448 eV

***

Number 1: LUMO energy 2.3 eV, E_HOMO -0.0941 hartree. Number 2: LUMO energy -7.5 eV, E_HOMO -0.4564 hartree.